# 1
The following is a quantum chemistry calculation of C9H10ClIrN5O2 as an isolated structure at a distorted geometry, from the OMol25 dataset.

DFT total energy: -36374.258 eV
multiplicity: 6
charge: +2
F_max: 7.390 eV Å⁻¹
gap between HOMO and LUMO (spin up / spin down): 5.87 / 5.60 eV

XYZ file:
```
28
Properties=species:S:1:pos:R:3:forces:R:3
Cl 1.8581 1.2375 1.3604 2.61 0.70 0.67
C -1.2022 2.5494 -0.7803 -0.93 -0.09 -1.43
C -1.5255 1.3973 -1.5834 -0.72 1.37 0.16
C -0.3226 0.7935 -2.0119 1.52 -0.40 0.32
H -2.5377 1.0719 -1.8393 0.40 0.11 0.20
C 0.7877 1.5321 -1.4685 -0.43 0.83 -1.60
C 0.2285 2.6501 -0.7084 0.73 0.31 -2.15
H 0.7939 3.4917 -0.3243 -0.05 -0.19 0.15
H -1.9159 3.2675 -0.3905 0.10 -0.19 0.06
H -0.2215 -0.0892 -2.6549 -0.10 0.40 0.41
C 2.2240 1.2910 -1.7614 0.13 -0.08 0.32
Ir -0.2925 0.9247 0.4829 -1.02 0.56 3.20
C -1.9270 0.2268 1.1175 -6.70 -1.69 2.62
C -0.0759 1.2726 2.3732 -0.54 0.71 6.82
O -2.8843 -0.0809 1.7011 3.59 1.37 -2.25
O -0.1548 1.4326 3.5482 0.33 -0.80 -6.31
H 2.3848 0.2277 -1.9445 0.13 0.10 -0.17
H 2.8273 1.5925 -0.9028 0.10 0.01 -0.31
H 2.5692 1.8746 -2.6225 -0.20 -0.12 0.04
N -1.0385 -4.3723 0.7056 2.35 2.14 1.05
N -0.4157 -3.1903 1.0487 0.33 -4.60 1.06
N 0.9563 -3.1554 1.1381 1.59 1.61 -0.09
C 1.1941 -1.8595 0.9964 0.28 -3.20 0.25
N 0.0606 -1.1512 0.7684 -0.09 -1.99 -0.80
N -0.9663 -2.0210 0.6897 -2.20 3.07 -1.52
H -2.0203 -4.3178 0.8460 -1.29 0.08 -0.19
H -0.5644 -5.1651 1.1556 0.04 0.08 -0.47
H 2.1807 -1.4307 1.0610 0.03 -0.09 -0.03
```
Positions in Å, forces in eV/Å.

=====

# 2
The following is a quantum chemistry calculation of one molecule with the formula C6H8 at a distorted geometry, from the OMol25 dataset.

DFT total energy: -6346.247 eV
relative energy (zero: lowest compared OMol25 entry of this formula, charge and spin): 437.7 kJ/mol
F_max: 3.128 eV Å⁻¹
gap between HOMO and LUMO (spin up / spin down): 7.87 / 8.50 eV

XYZ file:
```
14
Properties=species:S:1:pos:R:3:forces:R:3
C 1.1459 1.2649 -0.1188 0.37 0.08 0.29
C 1.0050 -0.2788 -0.1926 0.37 -0.03 0.07
C 0.1476 -1.0462 0.8227 -0.25 -0.01 -0.45
C -1.2490 -0.5514 0.4868 -0.05 -1.13 1.09
C -1.2270 0.4199 -0.5703 -0.75 -0.34 -3.02
C 0.1519 0.6197 -0.9901 1.50 0.92 1.03
H 0.7815 1.7766 0.7765 0.03 -0.06 -0.23
H 2.0884 1.6536 -0.5003 -0.20 -0.08 0.00
H 1.8579 -0.7842 -0.6446 -0.12 0.13 0.14
H 0.4122 -0.9348 1.8881 0.02 0.16 -0.30
H 0.2371 -2.1219 0.6095 -0.05 0.12 0.07
H -2.1175 -1.1795 0.6854 0.11 0.30 0.10
H -1.9788 1.2088 -0.6527 0.31 0.10 0.34
H -1.2866 -0.0984 -1.6201 -1.30 -0.16 0.87
```
Positions in Å, forces in eV/Å.

=====

# 3
The following is a quantum chemistry calculation of C46H28N6NiSSe as an isolated structure at a distorted geometry, from the OMol25 dataset.

DFT total energy: -174326.565 eV
relative energy (zero: lowest compared OMol25 entry of this formula, charge and spin): 0.0 kJ/mol
multiplicity: 3
charge: -2
F_max: 1.100 eV Å⁻¹
gap between HOMO and LUMO (spin up / spin down): 5.60 / 5.58 eV

XYZ file:
```
83
Properties=species:S:1:pos:R:3:forces:R:3
Ni 0.2172 -0.1009 0.2329 0.01 0.00 0.03
C 0.7644 7.3605 1.9756 -0.10 -0.15 -0.18
C 1.0241 6.4599 3.0052 -0.04 0.24 -0.32
C 0.9911 5.0988 2.7559 0.12 -0.46 0.05
C 0.6892 4.5833 1.4948 -0.06 0.54 -0.11
C 0.4020 5.5076 0.4798 -0.01 -0.24 -0.07
C 0.4495 6.8769 0.7035 0.04 0.01 0.37
C 0.6351 3.1203 1.2086 -0.25 0.40 0.25
C -0.3314 2.3763 1.9193 0.32 0.56 -0.02
C -1.1578 2.8921 3.0010 -0.20 -0.65 -0.29
C -1.9585 1.8554 3.3672 0.12 0.28 -0.01
C -1.6263 0.7454 2.5082 -0.21 -0.25 0.01
C -2.3095 -0.4804 2.4841 -0.42 0.07 0.31
C -3.5482 -0.5928 3.3261 -0.14 -0.17 0.27
C -3.5521 -1.0754 4.6402 -0.03 0.09 -0.29
C -4.7488 -1.2120 5.3427 0.18 0.12 -0.28
C -5.9518 -0.8646 4.7474 -0.12 0.18 -0.16
C -5.9652 -0.3666 3.4419 0.38 -0.32 0.34
C -4.7738 -0.2549 2.7396 0.13 0.10 0.21
C -2.0844 -1.5445 1.6204 -0.25 0.24 0.37
N -1.1453 -1.5552 0.6504 -0.17 -0.30 0.17
C -1.3033 -2.6912 -0.0272 0.13 -0.55 -0.40
C -0.4987 -3.1241 -1.1011 -0.32 -0.33 -0.02
C -1.0470 -4.2595 -1.8966 0.10 -0.40 -0.09
C -0.4128 -5.4986 -2.0235 0.32 0.02 0.09
C -0.9294 -6.5016 -2.8381 -0.31 0.31 -0.01
C -2.1299 -6.2862 -3.5145 -0.14 -0.09 0.04
C -2.8108 -5.0785 -3.3586 0.43 -0.03 0.07
C -2.2558 -4.0773 -2.5693 -0.07 -0.02 0.01
C 0.6851 -2.5310 -1.5322 -0.28 -0.27 0.16
C 1.6016 -3.1030 -2.5053 0.29 0.37 -0.13
C 2.6052 -2.2081 -2.6468 -0.45 -0.02 0.03
C 2.2651 -1.0758 -1.7929 0.30 -0.16 -0.07
N 1.1388 -1.3356 -1.1118 -0.11 -0.19 -0.07
C 2.9454 0.1293 -1.7878 0.47 0.44 -0.23
C 2.5792 1.2845 -1.0714 0.34 -0.36 -0.56
C 3.2377 2.5697 -1.1930 0.14 0.17 0.03
C 2.5706 3.4199 -0.3824 -0.15 -0.25 0.01
C 1.5039 2.6400 0.2363 0.21 0.18 0.01
N 1.5595 1.3646 -0.2179 -0.21 0.27 0.32
C 4.0636 0.2621 -2.7762 -0.14 0.26 -0.16
C 3.8262 0.9521 -3.9700 0.11 -0.13 -0.07
C 4.8047 1.0687 -4.9486 0.31 -0.27 0.25
C 6.0607 0.5001 -4.7290 -0.10 0.03 0.25
C 6.3157 -0.1760 -3.5353 -0.14 0.20 -0.27
C 5.3201 -0.2943 -2.5712 0.00 0.13 -0.15
C -2.3874 -3.4855 0.5460 0.00 0.22 0.01
C -2.8747 -2.7675 1.5833 0.31 0.07 -0.24
N -0.6334 1.0954 1.6642 -0.16 0.04 0.21
H 0.7856 8.4282 2.1596 0.03 0.00 0.02
H 1.2586 6.8209 3.9980 0.02 0.01 0.04
H 1.2046 4.3925 3.5488 0.05 0.04 0.06
H 0.1222 5.1195 -0.4937 0.03 0.05 0.01
H 0.2190 7.5668 -0.1043 0.04 -0.09 0.10
H -1.1753 3.8867 3.4053 0.09 0.11 -0.01
H -2.7070 1.8665 4.1409 -0.11 -0.09 0.03
H -2.6175 -1.3669 5.1058 0.02 0.06 -0.07
H -4.7295 -1.5878 6.3552 -0.03 -0.06 0.10
H -6.8780 -0.9701 5.3025 0.02 0.01 -0.05
H -6.8915 -0.0933 2.9655 -0.21 0.05 -0.05
H -4.7675 0.1106 1.7212 -0.02 0.02 -0.05
H 0.5163 -5.6589 -1.4775 -0.17 -0.01 -0.10
H -0.4088 -7.4477 -2.9405 -0.02 0.06 0.03
H -2.5466 -7.0693 -4.1465 0.07 0.13 0.09
H -3.7473 -4.8921 -3.8704 0.01 -0.08 -0.01
H -2.7437 -3.1184 -2.4532 -0.11 0.01 -0.09
H 1.5017 -4.0426 -3.0170 -0.08 -0.09 -0.01
H 3.4567 -2.2722 -3.2978 0.15 -0.02 -0.08
H 4.0970 2.7984 -1.8074 -0.05 -0.09 0.03
H 2.7852 4.4601 -0.2129 -0.01 0.08 0.06
H 2.8450 1.3732 -4.1268 -0.14 0.08 -0.03
H 4.6008 1.5751 -5.8852 -0.05 0.05 0.08
H 6.8445 0.6068 -5.4701 -0.03 -0.06 -0.02
H 7.2951 -0.6033 -3.3601 0.01 -0.03 0.02
H 5.5033 -0.8081 -1.6431 0.10 -0.17 0.18
H -2.7127 -4.4623 0.2221 0.07 0.04 -0.07
H -3.6679 -3.0485 2.2577 0.01 0.09 0.03
Se 2.6159 -2.9829 3.4383 -0.07 0.13 -0.07
C 1.8859 -1.6973 2.3740 0.24 -0.22 0.23
N 1.4321 -0.8830 1.6876 0.32 -0.31 0.41
S -2.4923 2.4203 -2.8546 0.28 -0.38 0.28
C -1.6445 1.3481 -1.8912 -0.14 0.14 -0.05
N -1.0591 0.6096 -1.2042 -0.52 0.65 -0.72
```
Positions in Å, forces in eV/Å.

=====

# 4
The following is a quantum chemistry calculation of a 2-piece molecular cluster, C11H15Br overall at a distorted geometry, from the OMol25 dataset.

DFT total energy: -81687.941 eV
multiplicity: 3
F_max: 4.240 eV Å⁻¹
gap between HOMO and LUMO (spin up / spin down): 6.91 / 7.18 eV

XYZ file:
```
27
Properties=species:S:1:pos:R:3:forces:R:3
C 2.0971 -1.3967 -1.9050 0.07 -0.10 -0.03
C 2.5477 -0.4027 -1.0624 -0.11 0.23 -0.23
C 0.7890 -1.8280 -1.8159 -0.10 0.22 -0.25
C 1.6855 0.2301 -0.1638 0.11 -0.04 0.01
C -0.1114 -1.2274 -0.9345 0.05 -0.16 -0.07
C 0.3722 -0.1888 -0.1702 2.16 -2.15 -0.88
C 2.2775 1.2806 0.7254 0.16 0.01 0.19
C -1.5008 -1.7868 -0.8674 -0.07 -0.06 0.09
C -1.0515 0.7700 2.2920 0.54 -0.12 -0.55
C -2.4733 1.0519 0.2148 0.35 -0.07 -0.01
C -1.1250 1.2022 0.8554 -2.76 2.74 1.69
Br -0.4655 2.9882 0.5484 -0.14 -0.23 0.01
H 2.7689 -1.8490 -2.6196 0.08 -0.10 0.01
H 3.5798 -0.0845 -1.0984 0.14 0.01 0.01
H 0.4406 -2.6357 -2.4437 -0.04 -0.12 -0.07
H 2.2423 2.2563 0.2435 -0.02 0.03 0.04
H 1.7575 1.3509 1.6754 0.02 0.09 0.06
H 3.3233 1.0445 0.9199 0.01 -0.01 0.05
H -1.8658 -1.7994 0.1556 -0.13 -0.04 0.06
H -2.1877 -1.2053 -1.4800 -0.10 0.03 0.02
H -1.5007 -2.8075 -1.2441 -0.05 -0.04 0.01
H -1.3105 -0.2856 2.3667 -0.05 -0.13 0.00
H -0.0575 0.9053 2.7101 0.07 0.01 0.08
H -1.7571 1.3371 2.9065 -0.06 0.04 -0.03
H -3.1418 1.8306 0.5913 -0.08 0.06 0.00
H -2.9173 0.0922 0.4646 -0.01 -0.09 -0.01
H -2.4155 1.1577 -0.8645 -0.05 0.01 -0.20
```
Positions in Å, forces in eV/Å.

=====

# 5
The following is a quantum chemistry calculation of C20H23N8OS4Tm as an isolated structure at a distorted geometry, from the OMol25 dataset.

DFT total energy: -107948.733 eV
relative energy (zero: lowest compared OMol25 entry of this formula, charge and spin): 30.6 kJ/mol
multiplicity: 4
charge: +1
F_max: 2.648 eV Å⁻¹
gap between HOMO and LUMO (spin up / spin down): 5.53 / 8.28 eV

XYZ file:
```
57
Properties=species:S:1:pos:R:3:forces:R:3
Tm 0.1853 0.3467 0.0081 0.00 -0.11 0.24
O 0.4127 -0.9067 1.8318 0.14 0.25 0.02
N 1.4770 -0.8594 2.6629 -0.18 0.53 -1.27
C 1.7724 -2.0218 3.2741 -0.69 -0.06 -0.11
C 2.8585 -2.1183 4.0892 0.30 0.35 0.34
C 3.6388 -0.9552 4.2721 -0.76 -0.01 -0.88
C 3.3428 0.1944 3.5866 -0.18 0.63 -0.23
C 2.2433 0.2669 2.7040 -0.19 -0.42 0.78
S 1.8045 1.6560 1.8034 0.20 -0.17 -0.15
H 0.9954 -2.7475 3.0130 0.70 -0.13 0.42
H 3.0828 -3.0430 4.5983 0.00 0.00 -0.02
H 4.4873 -0.9034 4.8959 0.76 -0.41 0.77
H 3.9284 1.1142 3.7018 -0.17 -0.54 -0.02
C 2.8392 1.8944 -2.3831 0.76 -0.69 0.44
C 1.8765 2.8405 -1.7513 -0.43 0.05 0.13
N 0.8573 2.4906 -0.9909 0.79 0.91 -0.73
C 0.1382 3.6181 -0.6156 -0.92 -0.72 0.33
C 0.5531 4.7994 -1.0915 1.24 0.54 -0.74
S 2.0004 4.5507 -2.0274 -0.65 -0.65 0.38
C -1.0956 3.3862 0.1448 0.87 0.83 -0.59
C -1.9284 4.3550 0.6022 -0.39 0.30 0.05
S -3.3000 3.6029 1.2781 0.22 -0.77 0.26
C -2.6168 2.0337 0.9893 -0.04 -0.13 -0.29
N -1.4686 2.0875 0.3406 -0.91 0.04 1.07
C -3.3058 0.7733 1.4617 -0.12 1.08 -0.07
H 2.4514 0.8704 -2.5269 -0.32 0.64 0.00
H 3.7288 1.7263 -1.7257 -0.51 0.48 -0.50
H 3.1552 2.2899 -3.3502 0.16 -0.14 0.15
H 0.1318 5.7965 -1.0163 0.03 -0.36 0.17
H -1.8533 5.4533 0.5838 0.11 -0.87 -0.14
H -4.1353 1.1524 2.0444 -0.40 -0.34 0.27
H -2.6657 0.2054 2.1442 0.01 -0.09 -0.37
H -3.7128 0.1823 0.6297 0.44 -0.02 0.18
C -4.2784 -3.4194 -0.2000 0.05 0.28 0.82
C -2.8606 -2.8335 -0.3030 0.04 -0.58 -0.44
C -2.6720 -1.5366 -1.0761 1.19 -0.63 1.60
N -1.3703 -0.9983 -0.9255 -1.10 0.36 -1.23
N -1.2016 0.0240 -1.9167 0.37 0.15 0.51
C -2.1070 0.0700 -2.8228 -0.40 -0.82 0.83
N -2.2196 1.0460 -3.7743 -0.51 -0.33 -0.21
S -3.2617 -1.2774 -2.6955 -0.12 0.38 -0.47
H -4.2895 -4.4778 0.0534 0.36 -0.04 0.14
H -4.8155 -3.3617 -1.1147 -0.36 0.19 -1.06
H -4.9158 -2.9283 0.5439 0.28 0.14 -0.04
H -2.2324 -3.6029 -0.7964 -0.12 0.12 -0.01
H -2.4014 -2.7561 0.6968 -0.23 0.38 -0.30
H -1.6725 1.8546 -3.5330 -0.06 0.29 -0.21
H -3.1820 1.2242 -4.0757 0.77 0.05 0.13
N 1.2309 -2.2684 -1.5179 -0.41 0.92 0.40
C 2.1301 -3.2281 -1.6296 1.03 -0.42 -0.18
C 3.3472 -2.7646 -1.1469 -2.11 1.59 -0.09
C 3.0532 -1.4325 -0.7569 1.10 -1.06 0.01
N 1.7885 -1.1731 -0.9610 -1.41 0.92 -0.18
H 0.2050 -2.2372 -1.6429 0.50 -0.15 0.06
H 1.8871 -4.1303 -2.1340 -0.13 -0.67 -0.03
H 4.2511 -3.2603 -1.0902 1.53 -0.88 -0.01
H 3.7083 -0.6640 -0.3622 -0.11 -0.20 0.07
```
Positions in Å, forces in eV/Å.

=====

# 6
The following is a quantum chemistry calculation of C31H25O4P2S3SeTc as an isolated structure at a distorted geometry, from the OMol25 dataset.

DFT total energy: -159375.036 eV
relative energy (zero: lowest compared OMol25 entry of this formula, charge and spin): 48.0 kJ/mol
multiplicity: 2
charge: -1
F_max: 1.797 eV Å⁻¹
gap between HOMO and LUMO (spin up / spin down): 6.57 / 7.09 eV

XYZ file:
```
67
Properties=species:S:1:pos:R:3:forces:R:3
Tc 2.2388 1.9084 -1.1213 -1.56 0.30 0.85
S 3.9009 -0.7609 1.3573 -0.02 0.16 0.07
P 2.1136 -0.8906 0.6080 -0.37 -0.57 -0.41
C 1.2919 0.5307 -0.0707 1.05 0.88 0.19
P 0.1512 1.5708 0.7230 -0.64 -0.24 -0.02
S 0.7219 3.3929 0.1287 -0.02 -0.11 -0.34
C -1.5575 1.2819 0.1866 0.00 -0.07 -0.10
C -2.5919 2.0511 0.7227 0.02 0.02 -0.07
C -3.8901 1.8698 0.2837 -0.02 -0.06 -0.04
C -4.1684 0.9100 -0.6861 -0.06 0.03 0.04
C -3.1471 0.1460 -1.2197 0.13 0.01 0.03
C -1.8371 0.3417 -0.7927 -0.10 -0.13 0.04
C -0.0254 1.4733 2.5234 0.26 0.10 0.17
C 0.8468 2.2388 3.2934 0.06 -0.10 0.12
C 0.7702 2.1984 4.6799 -0.02 0.00 -0.11
C -0.1884 1.4064 5.2948 -0.01 -0.01 0.01
C -1.0625 0.6454 4.5285 0.07 0.00 0.04
C -0.9742 0.6659 3.1466 -0.09 0.12 0.02
C 2.0355 -2.1097 -0.7583 0.19 -0.05 0.07
C 2.6058 -3.3641 -0.5396 -0.03 0.02 0.05
C 2.5707 -4.3334 -1.5257 -0.01 0.00 -0.02
C 1.9777 -4.0552 -2.7538 0.03 -0.02 0.02
C 1.4277 -2.8060 -2.9846 0.00 0.02 0.05
C 1.4558 -1.8345 -1.9882 -0.09 0.05 -0.03
C 0.9692 -1.6659 1.8179 0.03 -0.14 0.00
C -0.1873 -2.3184 1.3952 -0.12 0.14 0.03
C -1.0096 -2.9617 2.3112 0.09 0.05 0.02
C -0.6671 -2.9713 3.6581 -0.02 0.01 -0.03
C 0.4895 -2.3315 4.0819 -0.06 0.02 0.03
C 1.3013 -1.6783 3.1679 0.07 -0.09 -0.05
H -2.3825 2.7964 1.4809 0.06 0.00 0.00
H -4.6883 2.4718 0.6991 -0.01 0.00 0.00
H -5.1864 0.7629 -1.0259 0.00 0.01 0.00
H -3.3559 -0.5944 -1.9779 -0.01 -0.03 -0.06
H -1.0320 -0.2468 -1.2148 0.04 0.01 -0.03
H 1.5872 2.8562 2.7986 0.01 0.01 0.01
H 1.4535 2.7924 5.2724 0.01 -0.01 0.01
H -0.2533 1.3780 6.3756 -0.01 0.01 0.00
H -1.8017 0.0186 5.0103 -0.02 -0.01 -0.01
H -1.6548 0.0628 2.5598 0.03 -0.03 -0.04
H 3.0869 -3.5656 0.4105 0.01 0.00 0.00
H 3.0168 -5.3030 -1.3424 -0.01 -0.01 -0.01
H 1.9612 -4.8091 -3.5313 0.00 -0.01 0.00
H 0.9852 -2.5764 -3.9462 0.01 0.00 0.00
H 1.0538 -0.8472 -2.1812 0.01 -0.02 0.00
H -0.4497 -2.3270 0.3436 0.02 -0.02 -0.03
H -1.9031 -3.4694 1.9708 -0.02 0.00 0.00
H -1.2998 -3.4818 4.3742 0.00 -0.01 0.00
H 0.7585 -2.3364 5.1310 0.00 0.00 0.01
H 2.2202 -1.1967 3.4810 -0.01 0.01 -0.01
O 5.9248 2.8580 -0.8484 0.06 0.06 0.03
S 4.5386 2.5604 -0.9597 -0.28 -0.16 -0.43
O 3.6488 3.5495 -1.6858 0.61 -0.40 0.21
O 4.1839 1.2409 -1.6705 0.42 0.29 0.34
O 3.7615 2.4015 0.3453 0.10 -0.03 -0.52
Se 1.4748 1.7496 -3.4252 0.74 -0.01 -0.30
C -0.3828 1.5142 -3.7116 -0.41 0.03 0.07
C -0.8249 0.3075 -4.2523 -0.11 0.09 -0.04
C -2.1457 0.1609 -4.6579 0.04 -0.01 0.05
C -3.0415 1.2107 -4.5112 -0.04 -0.03 0.01
C -2.6114 2.4061 -3.9514 0.08 0.02 0.04
C -1.2884 2.5626 -3.5599 -0.09 -0.09 0.05
H -0.1216 -0.5047 -4.3841 0.02 0.00 0.01
H -2.4687 -0.7787 -5.0911 -0.02 0.01 0.00
H -4.0716 1.0964 -4.8263 0.00 0.00 0.00
H -3.3046 3.2287 -3.8241 -0.01 -0.01 -0.01
H -0.9489 3.5011 -3.1420 0.02 0.01 0.03
```
Positions in Å, forces in eV/Å.

=====

Question: What is the F_max in the first record?
Answer: 7.390 eV Å⁻¹

=====

Question: Which of these has the highest DFT total energy?
Answer: C6H8

=====

Question: Which of these has the lowest DFT total energy?
Answer: C46H28N6NiSSe

=====

Question: What is the F_max in the fifth record?
Answer: 2.648 eV Å⁻¹